(1)
DFT (the ωB97M-V functional and the def2-TZVPD basis) results for C31H42AsF6N4O8P2Ta as an isolated structure in a non-equilibrium geometry.

CARTESIAN COORDINATES (ANGSTROEM)
Ta 0.181 1.134 -0.166
O 0.258 2.665 3.597
C 0.497 2.687 2.431
N 1.048 1.620 1.674
C 2.319 1.264 2.001
C 2.923 1.379 3.261
C 4.234 0.993 3.420
C 4.983 0.485 2.336
C 4.431 0.381 1.082
C 3.100 0.800 0.873
N 2.456 0.937 -0.307
C 2.928 0.320 -1.461
O 3.711 -0.593 -1.503
C 2.318 0.955 -2.664
C 2.979 0.913 -3.886
C 2.486 1.670 -4.940
C 1.342 2.420 -4.721
C 0.700 2.340 -3.492
N 1.171 1.626 -2.465
C 0.379 3.876 1.534
C 0.149 5.136 2.061
C 0.084 6.217 1.188
C 0.289 5.988 -0.164
C 0.516 4.689 -0.609
N 0.541 3.641 0.213
H 2.346 1.743 4.098
H 4.702 1.081 4.387
H 6.005 0.178 2.502
H 5.011 0.006 0.252
H 3.869 0.310 -3.981
H 2.994 1.690 -5.891
H 0.930 3.050 -5.492
H -0.222 2.885 -3.347
H 0.012 5.244 3.126
H -0.125 7.211 1.554
H 0.239 6.793 -0.879
H 0.667 4.486 -1.662
C -5.605 -0.148 0.328
C -4.394 -0.829 0.933
C -4.791 -2.093 1.665
O -3.460 -1.224 -0.162
P -1.940 -1.009 -0.230
O -1.353 0.072 0.654
C -1.098 -2.555 0.268
P 0.566 -1.914 0.656
O 0.785 -0.863 -0.427
O 1.711 -2.933 0.789
C 2.222 -3.987 -0.097
C 2.032 -3.601 -1.547
C 1.595 -5.317 0.274
O 0.584 -1.085 1.981
C 0.630 -1.575 3.382
C -0.450 -2.611 3.633
C 2.016 -2.085 3.730
O -1.463 -0.572 -1.675
C -2.231 -0.843 -2.926
C -1.353 -0.425 -4.092
C -2.631 -2.301 -2.987
H -6.224 0.225 1.140
H -6.188 -0.856 -0.252
H -5.344 0.697 -0.308
H -3.840 -0.139 1.580
H -5.273 -2.781 0.976
H -5.510 -1.840 2.438
H -3.942 -2.589 2.129
H -1.072 -3.283 -0.538
H -1.603 -3.019 1.112
H 3.288 -3.999 0.148
H 0.973 -3.494 -1.781
H 2.453 -4.374 -2.182
H 2.543 -2.664 -1.753
H 0.535 -5.344 0.032
H 1.729 -5.527 1.331
H 2.096 -6.106 -0.280
H 0.412 -0.660 3.944
H -0.238 -3.527 3.082
H -1.436 -2.226 3.372
H -0.466 -2.861 4.693
H 2.258 -2.981 3.169
H 2.044 -2.326 4.790
H 2.771 -1.332 3.529
H -3.121 -0.205 -2.882
H -0.528 -1.119 -4.235
H -0.959 0.576 -3.938
H -1.966 -0.414 -4.991
H -1.751 -2.942 -2.992
H -3.187 -2.467 -3.907
H -3.271 -2.557 -2.146
F -1.184 2.401 -1.431
As -2.881 2.901 -0.445
F -2.226 4.478 -0.317
F -3.582 3.267 -1.962
F -4.209 3.095 0.575
F -3.132 1.221 -0.764
F -1.792 2.447 0.956

Values from the calculation:
Charge ... +3
Molecular weight ... 1030.50 g/mol
DFT total energy ... -5601.627062 Ha
Spin multiplicity ... 2
Kohn-Sham gap (alpha / beta) ... 6.60 / 6.30 eV
E_HOMO (alpha / beta) ... -16.69 / -17.22 eV
Energy relative to the best compared isomer or geometry (same formula, charge and spin) ... 340.8 kJ/mol
E_LUMO (alpha / beta) ... -10.09 / -10.93 eV

---

(2)
DFT (the ωB97M-V functional and the def2-TZVPD basis) results for C3H3CsO2 as an isolated structure in a non-equilibrium geometry.

CARTESIAN COORDINATES (ANGSTROEM)
O 0.387 1.318 0.313
C 0.538 0.136 -0.102
C -0.846 -0.187 -0.550
C -1.878 0.180 0.261
H -0.964 -0.662 -1.527
H -2.748 -0.470 0.366
H -1.937 1.140 0.775
O 1.534 -0.574 -0.128
Cs 5.913 -0.880 0.591

Values from the calculation:
Charge ... +1
Molecular weight ... 203.96 g/mol
DFT total energy ... -286.415562 Ha
Spin multiplicity ... 2
Kohn-Sham gap (alpha / beta) ... 9.07 / 7.77 eV
E_HOMO (alpha / beta) ... -12.83 / -12.98 eV
Energy relative to the best compared isomer or geometry (same formula, charge and spin) ... 42.5 kJ/mol
E_LUMO (alpha / beta) ... -3.75 / -5.21 eV

---

(3)
DFT (the ωB97M-V functional and the def2-TZVPD basis) results for a 9-piece molecular cluster, C13H10BCl36FNO2P overall in a non-equilibrium geometry.

CARTESIAN COORDINATES (ANGSTROEM)
C 1.901 2.391 -0.434
C 1.535 0.913 -0.443
P 0.203 0.480 0.790
C -1.208 1.661 0.442
C -2.520 0.975 0.324
O -3.008 0.199 1.074
F -3.205 1.348 -0.796
B -0.336 -1.305 0.221
N 0.438 -2.401 0.791
O -1.379 -1.526 -0.661
H 2.066 2.767 0.573
H 1.177 2.988 -0.982
H 2.847 2.514 -0.967
H 2.390 0.311 -0.134
H 1.218 0.562 -1.423
H -1.283 2.328 1.302
H -1.037 2.307 -0.417
H 1.179 -2.650 0.137
H -0.155 -3.214 0.930
H -1.192 -1.184 -1.542
C 1.912 5.843 1.381
Cl 1.371 7.435 1.910
Cl 0.605 5.017 0.524
Cl 3.300 6.013 0.304
Cl 2.372 4.873 2.784
C 5.952 0.961 1.371
Cl 7.036 0.268 2.574
Cl 4.992 2.249 2.112
Cl 6.890 1.626 0.030
Cl 4.866 -0.303 0.764
C -0.108 0.817 -4.639
Cl 1.509 0.946 -5.331
Cl -0.274 1.969 -3.312
Cl -1.316 1.157 -5.874
Cl -0.347 -0.830 -4.021
C 4.025 -4.068 0.735
Cl 4.696 -2.571 1.402
Cl 2.800 -4.710 1.827
Cl 3.273 -3.708 -0.832
Cl 5.313 -5.254 0.507
C -6.414 -1.341 -1.917
Cl -7.853 -1.345 -0.889
Cl -5.648 -2.936 -1.859
Cl -6.893 -0.979 -3.584
Cl -5.270 -0.131 -1.351
C 0.153 -4.452 5.203
Cl 1.035 -5.721 4.340
Cl -0.193 -4.994 6.847
Cl 1.139 -2.990 5.252
Cl -1.360 -4.114 4.358
C -3.674 4.297 -2.972
Cl -2.445 4.293 -1.698
Cl -5.225 4.771 -2.277
Cl -3.212 5.443 -4.234
Cl -3.801 2.678 -3.657
C 7.240 0.637 6.540
Cl 8.043 -0.665 5.645
Cl 6.555 -0.019 8.029
Cl 8.423 1.887 6.934
Cl 5.953 1.334 5.556
C -9.008 -4.571 -5.451
Cl -7.654 -3.992 -4.482
Cl -10.470 -3.685 -5.001
Cl -8.665 -4.304 -7.165
Cl -9.256 -6.297 -5.165

Values from the calculation:
Molecular weight ... 1549.32 g/mol
DFT total energy ... -17739.480391 Ha
Kohn-Sham gap ... 8.15 eV
E_HOMO ... -8.27 eV
E_LUMO ... -0.12 eV

---

(4)
DFT (the ωB97M-V functional and the def2-TZVPD basis) results for an isolated ion of composition C6H13N3O2P and charge +1 in a non-equilibrium geometry.

CARTESIAN COORDINATES (ANGSTROEM)
C 1.320 -0.805 2.884
C 0.312 -1.719 2.176
O 0.856 -2.263 1.046
P 1.063 -1.526 -0.333
O 1.817 -2.223 -1.377
N 1.397 0.114 -0.145
C 0.853 1.037 -0.830
C 1.246 2.437 -0.644
N -0.321 0.842 -1.584
C -0.968 -0.291 -1.737
C -2.205 -0.311 -2.593
N -0.595 -1.335 -1.069
H 2.257 -1.308 3.231
H 1.924 -0.123 2.108
H 0.879 -0.284 3.728
H -0.598 -1.043 1.957
H 0.024 -2.511 2.724
H 1.794 2.542 -1.579
H 1.925 2.581 0.212
H 0.301 3.003 -0.613
H -0.486 1.695 -2.150
H -2.227 -1.241 -3.113
H -2.178 0.709 -3.141
H -3.129 -0.144 -2.075
H -1.093 -2.113 -1.239

Values from the calculation:
Charge ... +1
SMILES ... CCO[P@]1(=O)N=C(C)NC(C)=[NH+]1
Molecular weight ... 190.16 g/mol
DFT total energy ... -892.338236 Ha
Kohn-Sham gap ... 10.26 eV
E_HOMO ... -14.36 eV
Energy relative to the best compared isomer or geometry (same formula, charge and spin) ... 0.0 kJ/mol
E_LUMO ... -4.11 eV

---

(5)
DFT (the ωB97M-V functional and the def2-TZVPD basis) results for one molecule with the formula C4H6O2.

CARTESIAN COORDINATES (ANGSTROEM)
O -0.113 2.121 -0.400
C -0.273 1.085 -1.008
C 0.057 -0.255 -0.400
O 0.144 -1.341 -1.264
C -0.519 -0.229 0.994
C 0.969 -0.021 0.758
H -0.724 1.095 -2.014
H -0.590 -1.943 -1.099
H -1.298 0.520 1.124
H -0.719 -1.143 1.545
H 1.553 -0.855 1.134
H 1.508 0.920 0.709

Values from the calculation:
SMILES ... O=CC1(O)CC1
Molecular weight ... 86.09 g/mol
DFT total energy ... -306.432788 Ha
Kohn-Sham gap ... 10.49 eV
E_HOMO ... -9.74 eV
Energy relative to the best compared isomer or geometry (same formula, charge and spin) ... 193.0 kJ/mol
E_LUMO ... 0.76 eV

---

(6)
DFT (the ωB97M-V functional and the def2-TZVPD basis) results for C25H48Cl3N4NiO4Si as an isolated structure in a non-equilibrium geometry.

CARTESIAN COORDINATES (ANGSTROEM)
C 2.500 -2.134 -3.982
C 1.849 -1.434 -5.120
H 2.489 -3.212 -4.133
H 2.018 -1.915 -3.023
H 3.544 -1.818 -3.889
C 1.646 -1.976 -6.336
C 2.152 -3.311 -6.755
H 1.134 -1.414 -7.116
H 2.010 -4.073 -5.980
H 3.219 -3.296 -7.021
H 1.618 -3.641 -7.653
Ni 1.887 -0.594 1.048
Cl 2.324 1.128 2.200
Cl 2.089 -2.118 -0.407
C -0.489 2.205 1.656
O -1.183 1.200 1.735
N -0.756 3.290 0.885
C -2.108 3.459 0.377
C 0.313 4.088 0.304
H 0.463 2.295 2.231
H -2.783 2.870 1.003
H -2.186 3.132 -0.670
H -2.379 4.519 0.427
H 1.254 3.833 0.816
H 0.092 5.159 0.432
H 0.417 3.889 -0.778
H 0.440 -4.298 2.063
H -0.743 -2.783 0.231
C -0.565 -4.386 2.492
C -1.663 -2.983 0.804
N -1.372 -3.224 2.190
H -0.500 -4.481 3.574
C -1.703 -2.302 3.147
O -2.655 -1.532 3.128
H -2.338 -2.129 0.720
H -1.008 -2.337 4.011
H -1.035 -5.290 2.092
H -2.130 -3.867 0.353
O 0.235 -0.252 -3.875
C 1.329 -0.046 -4.772
C -0.171 0.739 -6.747
C 1.013 0.826 -6.003
H -0.965 0.065 -6.402
C -0.298 1.489 -7.927
H 2.129 0.465 -4.207
C 2.048 1.660 -6.459
H -1.233 1.429 -8.480
C 0.739 2.297 -8.385
C 1.918 2.383 -7.646
H 2.969 1.700 -5.866
H 0.630 2.880 -9.294
H 2.739 3.018 -7.973
Si -0.803 0.614 -2.887
Cl 1.193 -1.627 2.947
C -2.539 0.200 -3.455
C -0.523 2.455 -3.167
C -0.456 0.016 -1.165
H -2.640 0.401 -4.532
H -3.285 0.804 -2.916
H -2.765 -0.862 -3.282
H -0.404 -1.078 -1.150
H -1.167 0.324 -0.387
H 0.540 0.339 -0.830
H -0.644 2.672 -4.243
H 0.491 2.761 -2.867
H -1.250 3.074 -2.614
C 2.198 -0.054 6.562
N 1.011 -0.070 7.384
C 1.166 -0.263 8.821
C -0.174 0.128 6.705
O -0.154 0.350 5.482
N -1.424 0.067 7.305
C -1.811 0.053 8.705
C -2.511 0.308 6.375
H 3.062 -0.124 7.229
H 2.241 0.878 5.979
H 2.190 -0.883 5.836
H 0.833 0.632 9.384
H 0.617 -1.165 9.153
H 2.234 -0.412 9.033
H -2.360 0.991 8.941
H -2.484 -0.812 8.871
H -0.948 -0.036 9.371
H -2.450 1.338 5.982
H -2.461 -0.368 5.509
H -3.473 0.177 6.898

Values from the calculation:
Charge ... -1
Molecular weight ... 661.82 g/mol
DFT total energy ... -4679.947382 Ha
Spin multiplicity ... 3
Kohn-Sham gap ... 7.79 eV
E_HOMO ... -5.38 eV
E_LUMO ... 2.41 eV